Below is an isolated molecule of C6H12N2O2 at a distorted geometry, with properties calculated with the ωB97M-V functional and the def2-TZVPD basis.

Structure (XYZ):
```
22
Properties=species:S:1:pos:R:3:forces:R:3:mulliken_charge:R:1
N -0.18547 -2.08320 2.24260 1.362 3.244 -0.125 -0.422
C 0.97818 -3.03485 2.66948 1.204 -1.013 -1.960 0.694
O 1.18409 -3.95379 1.82302 -0.440 1.087 1.097 -0.804
O 2.08737 -1.81665 2.49157 -0.943 -0.262 1.106 -0.710
C 0.72928 -3.42535 4.13110 0.645 0.275 0.227 -1.065
C 0.78712 -2.30148 5.12697 0.121 -0.170 -0.009 1.084
C 1.98840 -1.89026 5.98357 0.274 0.060 -0.124 -0.852
C 1.00582 -1.49883 7.12572 -0.013 0.064 0.233 -0.519
C -0.15678 -1.92052 6.22655 -0.205 -0.165 0.243 -0.578
N -0.13075 -1.17777 4.97760 -0.118 0.214 -0.147 -0.581
H -0.90007 -2.59271 1.72931 0.413 0.320 -0.645 0.313
H -0.61826 -1.60269 3.04546 0.052 -0.343 0.206 0.382
H 0.56800 -1.22224 1.85797 -2.323 -2.990 0.427 0.424
H 2.55549 -2.04305 1.68096 0.012 -0.542 0.025 0.319
H -0.25864 -3.90855 4.17247 0.249 0.113 -0.157 0.260
H 1.47943 -4.18331 4.39059 -0.213 0.155 -0.104 0.304
H 2.61947 -2.74728 6.25126 -0.159 0.242 -0.063 0.293
H 2.62074 -1.09695 5.55958 -0.170 -0.243 0.079 0.255
H 1.11498 -2.14154 8.00738 -0.025 0.180 -0.207 0.286
H 0.99987 -0.44697 7.44575 -0.015 -0.256 -0.063 0.280
H -1.09414 -2.38598 6.53485 0.258 0.172 -0.107 0.415
H 0.31756 -0.26573 5.05218 0.034 -0.143 0.070 0.222
```
Positions in Å, forces in eV/Å.

Properties
- Total charge: 0
- HOMO level: -8.65 eV
- Lowest unoccupied orbital energy: 0.74 eV
- SMILES: [NH3+][C@@]([O-])(O)C[C@]12CC[C@H]1N2

Below is an isolated molecule of C6H9N at a distorted geometry, with properties calculated with the ωB97M-V functional and the def2-TZVPD basis.

Structure (XYZ):
```
16
Properties=species:S:1:pos:R:3:forces:R:3:mulliken_charge:R:1
C -1.35075 1.01880 1.24706 0.571 -0.038 0.288 -0.818
N -0.47151 0.98658 0.08632 1.210 -0.054 -0.453 -0.305
C 1.19517 0.71352 -0.18987 -2.172 1.698 1.920 -0.168
C 1.44617 -0.72968 -0.06636 -0.334 0.252 -1.428 -0.339
C 0.11062 -1.43573 -0.08255 -0.332 0.007 0.198 -0.646
C -0.55358 -0.20790 -0.77255 -0.296 -0.062 -0.246 -0.073
C 0.72904 0.23524 -1.44743 1.459 -2.351 -0.353 -0.804
H -1.19927 0.18598 1.93739 -0.004 -0.077 0.237 0.281
H -2.40061 0.98097 0.91486 0.341 0.000 -0.170 0.293
H -1.21925 1.96161 1.78464 0.026 -0.140 -0.004 0.298
H 1.98588 1.44630 -0.04903 -0.393 0.063 0.264 0.410
H 2.39944 -1.16153 0.26591 -0.354 0.316 -0.575 0.394
H -0.29286 -1.74214 0.89212 0.031 0.045 -0.019 0.261
H 0.10936 -2.30801 -0.74937 -0.070 0.275 0.139 0.309
H -1.49625 -0.37959 -1.30363 0.129 0.120 0.136 0.503
H 1.00840 0.43556 -2.46750 0.191 -0.054 0.067 0.403
```
Positions in Å, forces in eV/Å.

Properties
- Total charge: 0
- HOMO level: -8.01 eV
- Lowest unoccupied orbital energy: 1.15 eV
- SMILES: CN1[C@H]2[C@H]3C[C@@H]1[C@H]32

Which energy relative to the best compared isomer or geometry (same formula, charge and spin) belongs to each record? In order, 84.41 114.26 kcal per mole.
Which E belongs to each record? In order, -495.70301 -288.59995 a.u..
Which Kohn-Sham gap belongs to each record? In order, 9.38 9.15 eV.